Record 1
Entry from the Open Molecules 2025 dataset: C5H6B3Br2F5O5SZn as an isolated structure at a distorted geometry (wB97M-V/def2-TZVPD).

Summary:
charge = +2
E_LUMO = -12.614 eV
gap between HOMO and LUMO = 1.5 eV
spin multiplicity = 1

The geometry in XYZ format:
```
28
C5H6B3Br2F5O5SZn, DFT wB97M-V/def2-TZVPD
Br 4.02 -1.07 -1.30
Br 2.65 -3.74 -1.35
Zn -2.65 3.77 3.21
S -1.87 1.33 1.21
F -2.41 1.84 -1.24
F -3.59 -0.89 -1.52
F -4.06 1.11 -0.15
F -2.19 -1.38 -0.03
F -1.56 -0.41 -1.84
O 0.71 0.38 0.77
O 0.50 2.71 0.46
O -2.01 0.35 2.23
O -2.45 2.63 1.73
O 2.41 1.50 -0.47
C 1.54 -2.31 -0.51
C -2.80 0.94 -0.35
C 2.07 -0.95 -1.09
C 1.71 -2.47 1.00
C -2.50 -0.50 -0.94
B 0.00 1.52 0.75
B 1.63 2.62 -0.43
B 1.69 0.33 -0.23
H 1.84 3.57 -1.09
H 0.54 -2.53 -0.87
H 2.60 -1.97 1.38
H 1.62 -0.82 -2.08
H 0.86 -2.01 1.52
H 1.70 -3.53 1.24
```

***

Record 2
Entry from the Open Molecules 2025 dataset: C5H6Br2 as an isolated structure at a distorted geometry (wB97M-V/def2-TZVPD).

Summary:
relative energy (zero: lowest compared OMol25 entry of this formula, charge and spin) = 31.1 kcal per mole
E_LUMO = 0.349 eV
gap between HOMO and LUMO = 9.7 eV
spin multiplicity = 1

The geometry in XYZ format:
```
13
C5H6Br2, DFT wB97M-V/def2-TZVPD
Br -2.55 1.59 0.05
Br -2.58 -1.62 -0.08
C -0.27 0.25 -2.06
C -0.21 -0.02 0.55
C 0.62 -0.10 1.60
C 0.25 0.09 -0.85
C -1.77 -0.11 0.82
H 0.16 -0.32 2.50
H -1.38 0.22 -2.26
H -1.89 -0.03 1.83
H 0.31 0.40 -2.87
H 1.61 0.10 1.48
H 1.25 0.29 -0.95
```

***

Record 3
Entry from the Open Molecules 2025 dataset: one molecule with the formula C5H6Br2N2 at a distorted geometry (wB97M-V/def2-TZVPD).

Summary:
relative energy (zero: lowest compared OMol25 entry of this formula, charge and spin) = 0.0 kcal per mole
E_LUMO = 0.699 eV
gap between HOMO and LUMO = 9.5 eV
spin multiplicity = 1
SMILES = CCc1[nH]nc(Br)c1Br

The geometry in XYZ format:
```
15
C5H6Br2N2, DFT wB97M-V/def2-TZVPD
Br 3.18 2.02 0.00
Br 5.47 -0.81 0.18
N 1.66 -1.65 -0.61
N 2.97 -2.00 -0.36
C 0.05 0.23 -0.69
C 1.41 -0.37 -0.48
C 3.62 -0.85 -0.15
C 2.73 0.20 -0.15
C -0.54 0.67 0.64
H -1.51 1.28 0.62
H -0.48 -0.62 -1.05
H 0.95 -2.29 -0.90
H 0.26 1.03 -1.35
H 0.21 1.10 1.37
H -0.89 -0.27 1.04
```

***

Record 4
Entry from the Open Molecules 2025 dataset: C5H6Br3NO as an isolated structure at a distorted geometry (wB97M-V/def2-TZVPD).

Summary:
relative energy (zero: lowest compared OMol25 entry of this formula, charge and spin) = 42.6 kcal per mole
E_LUMO (spin up / spin down) = -1.295 / -1.296 eV
gap between HOMO and LUMO (spin up / spin down) = 7.6 / 7.6 eV
spin multiplicity = 1

The geometry in XYZ format:
```
16
C5H6Br3NO, DFT wB97M-V/def2-TZVPD
Br -2.97 -1.73 0.39
Br -2.60 0.95 -1.26
Br 0.11 2.47 0.72
O -2.27 0.57 1.47
N 1.96 0.32 -0.03
C -0.10 -1.76 -0.65
C 3.04 1.09 -0.04
C 0.61 0.47 0.05
C -0.47 -0.47 -0.06
C -1.87 -0.17 0.39
H -0.49 -2.51 0.01
H 0.88 -1.96 -0.58
H -2.47 1.49 1.28
H -0.54 -1.74 -1.62
H 3.12 2.23 -0.25
H 4.07 0.73 0.17
```

***

Record 5
Entry from the Open Molecules 2025 dataset: C5H6BrFO4 as an isolated structure at a distorted geometry (wB97M-V/def2-TZVPD).

Summary:
E_LUMO = 0.402 eV
gap between HOMO and LUMO = 10.0 eV
spin multiplicity = 1

The geometry in XYZ format:
```
17
C5H6BrFO4, DFT wB97M-V/def2-TZVPD
Br 2.86 0.44 -1.30
F 2.82 0.80 1.33
O -2.35 -0.97 -1.53
O 2.16 -1.84 1.13
O 0.21 -1.24 0.20
O -0.35 1.20 1.60
C -0.33 -0.11 -0.41
C -1.90 -0.21 -0.46
C 0.24 1.13 0.41
C 1.47 -1.08 0.60
C 1.99 0.37 0.35
H -2.30 0.79 -0.46
H -1.77 -0.75 -2.23
H -2.25 -0.68 0.46
H -0.70 0.35 1.86
H -0.04 -0.25 -1.41
H 0.25 2.07 -0.16
```

***

Record 6
Entry from the Open Molecules 2025 dataset: a 2-piece molecular cluster, C5H6BrN overall at a distorted geometry (wB97M-V/def2-TZVPD).

Summary:
relative energy (zero: lowest compared OMol25 entry of this formula, charge and spin) = 105.0 kcal per mole
E_LUMO = -2.108 eV
gap between HOMO and LUMO = 7.5 eV
spin multiplicity = 1

The geometry in XYZ format:
```
13
C5H6BrN, DFT wB97M-V/def2-TZVPD
Br -2.84 -1.33 -0.01
N -2.38 3.29 0.01
C -2.01 2.21 -0.12
C 0.80 -1.59 0.08
C 0.89 0.81 -0.02
C -0.05 -0.38 0.14
C -1.32 -0.43 0.07
H 1.95 0.49 0.03
H 0.80 1.64 0.65
H 1.56 -1.60 -0.65
H 0.36 -2.48 -0.16
H 1.38 -1.77 0.96
H 0.84 1.15 -0.98
```

***

Record 7
Entry from the Open Molecules 2025 dataset: one molecule with the formula C5H6Cl2N2O2 at a distorted geometry (wB97M-V/def2-TZVPD).

Summary:
relative energy (zero: lowest compared OMol25 entry of this formula, charge and spin) = 50.9 kcal per mole
E_LUMO = -1.118 eV
gap between HOMO and LUMO = 7.8 eV
spin multiplicity = 1

The geometry in XYZ format:
```
17
C5H6Cl2N2O2, DFT wB97M-V/def2-TZVPD
Cl -3.79 -0.72 0.16
Cl 0.93 2.17 -1.04
O -1.45 -2.08 -0.74
O -2.19 2.12 0.93
N 0.06 -0.37 -0.57
N -2.11 -0.08 0.21
C 1.23 0.72 1.33
C -1.76 1.11 0.54
C -1.14 -0.93 -0.42
C 1.14 -1.15 -1.15
C 0.42 0.87 0.03
H 2.19 0.12 1.09
H 1.69 -0.40 -1.74
H 1.82 -1.63 -0.49
H 0.73 -2.05 -1.84
H 0.73 0.52 2.20
H 1.49 1.76 1.51
```

***

Record 8
Entry from the Open Molecules 2025 dataset: one molecule with the formula C5H6Cl2N2O3 at a distorted geometry (wB97M-V/def2-TZVPD).

Summary:
relative energy (zero: lowest compared OMol25 entry of this formula, charge and spin) = 71.2 kcal per mole
E_LUMO (spin up / spin down) = -1.274 / -1.273 eV
gap between HOMO and LUMO (spin up / spin down) = 5.9 / 5.9 eV
spin multiplicity = 1

The geometry in XYZ format:
```
18
C5H6Cl2N2O3, DFT wB97M-V/def2-TZVPD
Cl -2.07 1.03 2.65
Cl 0.46 2.40 2.11
O 0.70 -0.66 -1.51
O 1.25 -0.38 1.07
O -3.00 -0.87 -0.05
N -1.23 0.30 -0.80
N -1.01 -1.06 1.05
C 0.05 0.40 -1.16
C -1.84 -0.58 0.09
C 0.13 -0.17 1.54
C -0.47 0.94 2.09
C 2.12 -0.61 -1.59
H 2.41 -1.15 -2.51
H 2.49 0.43 -1.75
H 2.61 -1.07 -0.58
H -1.72 1.11 -1.22
H 0.47 1.43 -1.28
H -1.37 -1.49 1.84
```

***

Record 9
Entry from the Open Molecules 2025 dataset: one molecule with the formula C5H6Cl2N2OS at a distorted geometry (wB97M-V/def2-TZVPD).

Summary:
relative energy (zero: lowest compared OMol25 entry of this formula, charge and spin) = 92.3 kcal per mole
E_LUMO = 0.465 eV
gap between HOMO and LUMO = 8.9 eV
spin multiplicity = 1

The geometry in XYZ format:
```
17
C5H6Cl2N2OS, DFT wB97M-V/def2-TZVPD
Cl -3.36 -0.01 2.36
Cl 0.43 -0.38 -2.03
S -3.27 2.53 -0.32
O -1.65 -0.91 0.60
N -1.08 -0.57 -0.63
N -1.55 0.53 -1.00
C 2.69 -1.20 0.88
C -2.48 0.08 0.91
C 1.80 0.16 -0.99
C 2.55 -1.00 -0.43
C -2.45 1.01 -0.08
H 2.25 -0.53 1.61
H 1.38 0.79 -0.21
H 3.26 -2.05 1.26
H -3.97 2.46 0.83
H 2.99 -1.69 -1.15
H 2.44 0.78 -1.64
```

***

- Which value of spin multiplicity does entry 8 give?
  1

***

Please write out number 4 again, unchanged.
Entry from the Open Molecules 2025 dataset: C5H6Br3NO as an isolated structure at a distorted geometry (wB97M-V/def2-TZVPD).

Summary:
relative energy (zero: lowest compared OMol25 entry of this formula, charge and spin) = 42.6 kcal per mole
E_LUMO (spin up / spin down) = -1.295 / -1.296 eV
gap between HOMO and LUMO (spin up / spin down) = 7.6 / 7.6 eV
spin multiplicity = 1

The geometry in XYZ format:
```
16
C5H6Br3NO, DFT wB97M-V/def2-TZVPD
Br -2.97 -1.73 0.39
Br -2.60 0.95 -1.26
Br 0.11 2.47 0.72
O -2.27 0.57 1.47
N 1.96 0.32 -0.03
C -0.10 -1.76 -0.65
C 3.04 1.09 -0.04
C 0.61 0.47 0.05
C -0.47 -0.47 -0.06
C -1.87 -0.17 0.39
H -0.49 -2.51 0.01
H 0.88 -1.96 -0.58
H -2.47 1.49 1.28
H -0.54 -1.74 -1.62
H 3.12 2.23 -0.25
H 4.07 0.73 0.17
```